[1]
{
  "formula": "C71H67N7O4PRu",
  "method": "ωB97M-V/def2-TZVPD",
  "homo_lumo_gap_ev": 5.58,
  "charge": 1,
  "molar_mass_g_mol": 1214.4,
  "energy_ev": -105202.553,
  "species": ["Ru", "C", "C", "C", "C", "C", "C", "C", "C", "C", "C", "C", "C", "N", "C", "C", "N", "C", "C", "C", "C", "C", "C", "C", "C", "C", "C", "C", "C", "C", "C", "C", "C", "C", "C", "C", "C", "C", "C", "H", "H", "H", "H", "H", "H", "H", "H", "H", "H", "H", "H", "H", "H", "H", "H", "H", "H", "H", "H", "H", "H", "H", "H", "H", "H", "H", "H", "H", "H", "H", "H", "H", "H", "H", "H", "H", "H", "H", "H", "N", "P", "C", "C", "C", "C", "C", "C", "C", "C", "C", "C", "C", "C", "C", "C", "C", "C", "C", "N", "H", "H", "H", "H", "H", "H", "H", "H", "H", "H", "H", "H", "H", "H", "H", "N", "C", "C", "C", "C", "C", "C", "C", "N", "C", "C", "N", "C", "H", "H", "H", "H", "H", "H", "H", "O", "C", "O", "C", "C", "C", "C", "O", "C", "O", "C", "C", "H", "H", "H", "H", "H"],
  "positions_angstrom": [[-0.08480, 0.07830, 0.39260], [3.72450, -2.23750, 3.83800], [2.70580, -1.80300, 2.78200], [1.37840, -2.52990, 3.01530], [3.20230, -2.01910, 1.36730], [3.94920, -3.14020, 1.03780], [4.43710, -3.32660, -0.24200], [4.25280, -2.34430, -1.19560], [3.55220, -1.18560, -0.90300], [3.46980, -0.07780, -1.92550], [4.85000, 0.25040, -2.49970], [2.48580, -0.44410, -3.03410], [2.95140, -1.06190, 0.36780], [2.13990, 0.05690, 0.58530], [2.68560, 1.19940, 0.90860], [1.99300, 2.46220, 0.69620], [0.71520, 2.50360, 0.46670], [0.13740, 3.69270, -0.00650], [0.17780, 3.92020, -1.39700], [-0.34520, 5.09940, -1.90420], [-0.93210, 6.03270, -1.07120], [-0.99690, 5.78790, 0.28690], [-0.46370, 4.63480, 0.84790], [-0.55640, 4.49440, 2.35150], [0.80530, 4.51050, 3.05100], [-1.36030, 3.25350, 2.73260], [0.81680, 2.91950, -2.33430], [0.10230, 2.83050, -3.68710], [2.28150, 3.29660, -2.58930], [3.00290, 3.52490, 0.76050], [3.01170, 4.88660, 0.56250], [4.22190, 5.58310, 0.74180], [5.39790, 4.96310, 1.09050], [5.43420, 3.56250, 1.27480], [6.55790, 2.75980, 1.58110], [6.41690, 1.39980, 1.71330], [5.18680, 0.73840, 1.54420], [4.07520, 1.48930, 1.24180], [4.21910, 2.89240, 1.11750], [3.39610, -1.90820, 4.82150], [4.70430, -1.80770, 3.64370], [3.82130, -3.31920, 3.87190], [2.53260, -0.72840, 2.90690], [1.51540, -3.60520, 2.92230], [0.63700, -2.18740, 2.28920], [1.00970, -2.32620, 4.01960], [4.15170, -3.88460, 1.78960], [4.98230, -4.22490, -0.48620], [4.66800, -2.47580, -2.18200], [3.10000, 0.82640, -1.43400], [5.20250, -0.53170, -3.16550], [5.57770, 0.37930, -1.70100], [4.80000, 1.17570, -3.06800], [2.79890, -1.34840, -3.54790], [2.41440, 0.36210, -3.75870], [1.50140, -0.61820, -2.60940], [-0.29370, 5.28580, -2.96460], [-1.34430, 6.94230, -1.47870], [-1.46800, 6.51270, 0.93440], [-1.10690, 5.37080, 2.71040], [1.35950, 3.59790, 2.85730], [0.65900, 4.59640, 4.12560], [1.40200, 5.35820, 2.72210], [-1.04710, 2.40040, 2.13100], [-2.41650, 3.42810, 2.55340], [-1.22080, 3.01230, 3.78390], [0.77430, 1.92170, -1.85940], [0.40510, 3.64300, -4.34450], [-0.97940, 2.85810, -3.57640], [0.36640, 1.89490, -4.17520], [2.34840, 4.33620, -2.90280], [2.69120, 2.67640, -3.38210], [2.90370, 3.17840, -1.70650], [2.12770, 5.42940, 0.26350], [4.21680, 6.65310, 0.59070], [6.29940, 5.54260, 1.22490], [7.52810, 3.22000, 1.69780], [7.28380, 0.80050, 1.94880], [5.14070, -0.33540, 1.64060], [-3.51240, -0.15490, 0.29950], [-2.32610, 0.96590, -0.22460], [-2.57550, 0.86620, -2.02840], [-1.63050, 0.13700, -2.73810], [-1.78650, -0.08230, -4.09430], [-2.88790, 0.44160, -4.75120], [-3.84550, 1.15580, -4.04350], [-3.69980, 1.36250, -2.68340], [-3.32440, 2.43630, 0.19160], [-4.22470, 2.41320, 1.25650], [-5.05090, 3.49880, 1.48770], [-4.97760, 4.61820, 0.67410], [-4.05890, 4.65780, -0.36180], [-3.23150, 3.57560, -0.59990], [-3.28620, -1.49950, 0.45390], [-4.36460, -2.39420, 0.41310], [-4.11430, -3.74070, 0.54990], [-2.80410, -4.15330, 0.76190], [-1.81490, -3.19310, 0.84880], [-2.03680, -1.89160, 0.69660], [-4.46570, 0.07500, 0.02890], [-0.77360, -0.27450, -2.20720], [-1.05230, -0.66860, -4.62410], [-3.00780, 0.29560, -5.81540], [-4.71470, 1.54670, -4.55350], [-4.45060, 1.91860, -2.13880], [-4.28190, 1.54890, 1.90580], [-5.76150, 3.46920, 2.30030], [-5.64130, 5.45310, 0.84880], [-3.98840, 5.53030, -0.99140], [-2.52430, 3.60330, -1.41630], [-5.36420, -2.02210, 0.25090], [-4.92150, -4.45390, 0.48700], [-2.54890, -5.19540, 0.84920], [-0.79570, -3.48340, 1.04850], [-4.07870, -3.14890, 10.04590], [-3.58180, -2.66220, 9.13690], [-2.94740, -2.06170, 8.02130], [-3.19810, -2.52420, 6.72950], [-2.54090, -1.96110, 5.65390], [-1.63970, -0.91600, 5.85070], [-1.41690, -0.43270, 7.13950], [-2.05860, -1.00510, 8.21860], [-0.94310, -0.36210, 4.76310], [0.23270, 0.33920, 4.83260], [0.56800, 0.66210, 3.55530], [-0.37500, 0.16990, 2.70310], [-1.26630, -0.43540, 3.45070], [-3.89780, -3.33170, 6.57770], [-2.71950, -2.34850, 4.66310], [-0.74850, 0.39690, 7.30730], [-1.87390, -0.63960, 9.21750], [0.75320, 0.52370, 5.74770], [1.40800, 1.23310, 3.21250], [-2.14880, -0.90850, 3.06900], [-0.15130, -2.48630, -2.70480], [0.34730, -2.69060, -1.60800], [0.45070, -1.86390, -0.65130], [0.92850, -4.06670, -1.31320], [1.30240, -4.37180, -0.01400], [1.76600, -5.63050, 0.34590], [1.87650, -6.55560, -0.66540], [2.31610, -7.84180, -0.60210], [2.25500, -8.33870, -1.92350], [1.77080, -7.32880, -2.78080], [1.53660, -6.24020, -1.99010], [1.04610, -5.00590, -2.34170], [1.24390, -3.58740, 0.71860], [2.02670, -5.87540, 1.36290], [1.58050, -9.20730, -1.95280], [3.26200, -8.64750, -2.24210], [0.76000, -4.76120, -3.35180]],
  "mulliken_charge": [2.285, -1.867, 1.508, -1.519, 1.306, -0.498, -1.363, -0.544, 1.211, 1.859, -2.093, -1.478, -1.717, 1.475, -0.325, -0.175, 1.404, -1.586, 0.945, -0.162, -1.412, -0.753, 1.025, -0.289, -1.494, -0.520, 2.429, -2.278, -1.426, 0.220, 0.338, -1.293, -1.044, 0.728, -0.912, -1.470, 0.078, -0.058, -0.756, 0.445, 0.331, 0.454, -0.485, 0.273, -0.270, 0.716, 0.299, 0.425, 0.408, -0.993, 0.441, 0.389, 0.409, 0.540, 0.408, -0.106, 0.452, 0.484, 0.404, 0.900, 0.116, 0.565, 0.397, -0.482, -0.034, 0.692, -1.592, 0.654, 0.318, 0.369, 0.501, 0.554, -0.014, 0.755, 0.508, 0.472, 0.483, 0.480, 0.862, 0.670, 2.073, 0.189, 0.817, -0.281, -0.898, -0.897, -0.749, 0.617, -0.973, -0.457, -0.959, -0.804, -0.842, -0.346, -1.116, -0.814, -1.226, -0.451, 0.703, 0.462, -1.452, 0.601, 0.426, 0.465, 0.504, 0.335, 0.450, 0.419, 0.491, 0.734, 0.573, 0.450, 0.635, 0.268, -0.476, -0.008, 0.499, -1.125, -0.325, 1.082, -0.450, -1.034, 0.751, -0.994, -1.464, 2.274, -2.203, 0.455, 0.565, 0.428, 0.460, 0.814, -0.043, 0.442, -0.714, -0.705, 2.288, 0.572, 0.407, -1.115, 0.514, -0.518, -0.297, -0.500, 0.655, -0.931, -0.927, 0.617, 0.254, 0.253, 0.574]
}


[2]
{
  "formula": "C55H48N7O2STeV",
  "method": "ωB97M-V/def2-TZVPD",
  "multiplicity": 3,
  "homo_lumo_gap_ev": [5.48, 5.21],
  "charge": 2,
  "molar_mass_g_mol": 1049.6,
  "energy_ev": -116145.835,
  "species": ["V", "C", "C", "C", "C", "C", "C", "N", "C", "C", "C", "C", "C", "N", "C", "C", "C", "C", "C", "C", "N", "H", "H", "H", "H", "H", "H", "H", "H", "H", "H", "H", "H", "H", "H", "H", "C", "C", "C", "C", "C", "O", "C", "C", "C", "C", "C", "C", "C", "O", "C", "C", "C", "N", "C", "C", "Te", "C", "C", "C", "C", "C", "C", "C", "C", "C", "C", "C", "C", "H", "H", "H", "H", "H", "H", "H", "H", "H", "H", "H", "H", "H", "H", "H", "H", "H", "H", "H", "H", "H", "H", "H", "H", "C", "N", "C", "C", "N", "C", "S", "C", "C", "C", "C", "C", "N", "H", "H", "H", "H", "H", "H", "H", "H", "H"],
  "positions_angstrom": [[1.06178, 0.17762, -0.21414], [-1.65933, 1.88605, 1.11379], [-0.97003, 2.58706, -0.01360], [-1.41766, 3.84802, -0.39915], [-0.87721, 4.46943, -1.50747], [0.10662, 3.80020, -2.21252], [0.53413, 2.56155, -1.76574], [0.02537, 1.96220, -0.66452], [1.58800, 1.80363, -2.44189], [2.05104, 2.09468, -3.71552], [3.06176, 1.31848, -4.25708], [3.57991, 0.27792, -3.50251], [3.05858, 0.01773, -2.24414], [2.06072, 0.76124, -1.72998], [3.51134, -1.08398, -1.38821], [4.53018, -1.93385, -1.78541], [4.93921, -2.94417, -0.93241], [4.35027, -3.01903, 0.30878], [3.34516, -2.11783, 0.67006], [2.86277, -2.16855, 2.07745], [2.88895, -1.19105, -0.18936], [-2.67913, 2.25443, 1.21577], [-1.14584, 2.07401, 2.05719], [-1.66513, 0.81518, 0.92665], [-2.20270, 4.32327, 0.17170], [-1.22202, 5.44357, -1.82591], [0.55108, 4.25032, -3.08722], [1.62582, 2.90649, -4.28522], [3.44835, 1.52412, -5.24515], [4.37327, -0.33293, -3.90214], [5.01129, -1.81361, -2.74318], [5.72033, -3.63237, -1.22393], [4.67108, -3.75827, 1.02768], [3.08332, -3.13728, 2.51796], [1.80191, -1.96843, 2.15059], [3.39677, -1.40217, 2.64210], [0.43066, -1.09925, 6.86555], [0.41246, -0.73141, 5.41163], [1.38745, 0.07942, 4.85606], [1.39151, 0.35880, 3.50577], [2.49427, 1.13941, 2.81822], [3.55989, 0.61682, 2.58363], [2.17307, 2.50842, 2.33467], [2.82453, 2.97402, 1.19081], [2.54547, 4.23627, 0.69583], [1.62940, 5.04721, 1.35429], [0.98635, 4.59247, 2.49732], [1.24872, 3.32210, 2.98542], [0.42643, -0.21253, 2.63773], [0.62072, 0.00610, 1.31802], [-0.63061, -0.99181, 3.21420], [-0.59334, -1.21001, 4.58953], [-1.83228, -1.49292, 2.48461], [-1.85366, -1.73695, 1.23639], [-3.14895, -1.96418, 0.59997], [-3.77303, -3.36300, 0.73747], [-2.61583, -5.10862, 0.18870], [-1.79777, -5.38353, 2.14050], [-0.67035, -4.66112, 2.50897], [-0.15800, -4.78845, 3.79287], [-0.75132, -5.65759, 4.69757], [-1.86132, -6.39806, 4.31950], [-2.39147, -6.25711, 3.04369], [-3.05138, -1.60344, 3.34168], [-3.42095, -2.83065, 3.88423], [-4.59485, -2.93957, 4.61550], [-5.40555, -1.82993, 4.80090], [-5.02537, -0.60078, 4.28206], [-3.84912, -0.48369, 3.55845], [1.41844, -0.96836, 7.30234], [0.12561, -2.13663, 6.99681], [-0.27187, -0.47850, 7.42475], [2.16212, 0.50228, 5.48392], [3.57687, 2.34580, 0.72649], [3.05466, 4.59696, -0.18881], [1.43275, 6.04653, 0.98858], [0.28300, 5.23029, 3.01638], [0.77644, 2.98216, 3.89937], [-1.38104, -1.80754, 5.03094], [-2.98483, -1.74178, -0.45408], [-3.90092, -1.26722, 0.99577], [-4.65231, -3.39548, 0.09536], [-4.09092, -3.54499, 1.76035], [-0.21579, -4.00223, 1.78214], [0.70551, -4.20901, 4.09461], [-0.34621, -5.76088, 5.69535], [-2.31721, -7.08492, 5.01972], [-3.26134, -6.83100, 2.75333], [-2.78239, -3.69509, 3.73532], [-4.87804, -3.89744, 5.03034], [-6.33875, -1.91742, 5.33953], [-5.65130, 0.26813, 4.43394], [-3.55152, 0.47528, 3.15015], [2.08020, -3.02254, -3.96124], [1.27995, -1.89364, -4.39102], [1.21973, -1.43343, -5.68462], [0.30115, -0.45601, -5.73022], [-0.23185, -0.31368, -4.45560], [0.41605, -1.19496, -3.61212], [0.21548, -1.51956, -1.96129], [-1.43553, 0.40612, -4.19623], [-2.28633, 0.70147, -5.25914], [-3.46952, 1.36374, -4.98576], [-3.77468, 1.68169, -3.67267], [-2.87725, 1.30533, -2.69023], [-1.71887, 0.69903, -2.94140], [1.61612, -3.95376, -4.28605], [2.14551, -3.02230, -2.87639], [3.07593, -2.95146, -4.39646], [1.82243, -1.85197, -6.47033], [-0.00259, 0.16084, -6.55465], [-2.06537, 0.38837, -6.26871], [-4.15267, 1.60615, -5.78778], [-4.68459, 2.20609, -3.41976], [-3.09009, 1.48190, -1.64333]],
  "mulliken_charge": [0.136, -1.063, 0.083, -0.798, -1.480, -1.270, 0.661, 2.457, 0.348, -1.173, -1.646, -0.665, -0.039, 1.272, 0.629, -0.751, -1.180, -0.924, 0.882, -1.092, 0.858, 1.043, 0.197, -0.559, 0.619, 0.565, 0.492, 0.533, 0.483, 0.556, 0.487, 0.494, 0.538, 0.565, -0.225, 0.283, -1.688, 0.185, -0.317, -0.319, -0.040, -0.679, 0.666, -0.568, -0.605, -0.613, -0.796, -0.190, -0.690, 1.307, 0.230, 0.068, 1.029, 0.585, -0.539, -1.298, 0.227, -0.535, -0.116, -0.142, -0.661, -0.587, -0.257, -1.493, 0.101, -0.642, -0.997, -0.655, -0.371, 0.433, 0.398, 0.311, 0.556, 0.548, 0.496, 0.478, 0.472, 0.467, 0.638, 0.332, 0.443, 0.646, 0.169, 0.460, 0.412, 0.435, 0.409, 0.470, 0.452, 0.515, 0.403, 0.475, 0.362, -0.796, 0.486, -0.959, -0.423, 0.847, -0.527, -0.189, 0.654, -0.974, -0.702, -1.057, -0.207, 0.387, 0.335, 0.220, 0.370, 0.538, 0.518, 0.481, 0.450, 0.492, 0.365]
}


[3]
{
  "formula": "C3H8O2",
  "method": "ωB97M-V/def2-TZVPD",
  "homo_lumo_gap_ev": [7.74, 7.75],
  "molar_mass_g_mol": 76.1,
  "energy_ev": -7331.807,
  "species": ["C", "C", "O", "C", "O", "H", "H", "H", "H", "H", "H", "H", "H"],
  "positions_angstrom": [[-1.82841, 0.18499, 0.32651], [-0.39916, -0.05496, -0.19793], [-0.20495, -0.07595, -1.48335], [0.64752, 0.53497, 0.62706], [2.09203, -0.81666, -0.59014], [-2.11759, 1.19833, 0.03710], [-1.92048, 0.07836, 1.41290], [-2.49784, -0.52017, -0.17053], [-0.06800, -1.05766, 0.30748], [1.33556, -0.63091, -1.23653], [1.40782, 1.19728, 0.22723], [0.70369, 0.29845, 1.68835], [2.84980, -0.33606, -0.94815]],
  "mulliken_charge": [-1.189, 0.733, -0.809, -0.456, -0.673, 0.336, 0.352, 0.307, 0.168, 0.429, 0.221, 0.273, 0.309]
}